{
  "formula": "C41H56N6PdS",
  "method": "wB97M-V/def2-TZVPD",
  "total_charge": 0,
  "e_tot_ev": -66685.66907,
  "homo_lumo_gap_ev": 5.93,
  "largest_force_ha_per_bohr": 0.016,
  "lumo_energy_ev": -0.53,
  "e_above_lowest_kcal_mol": 0.0,
  "symbols": ["Pd", "C", "C", "C", "C", "C", "C", "C", "C", "C", "C", "C", "C", "C", "C", "C", "C", "N", "C", "C", "C", "N", "C", "C", "C", "N", "C", "C", "C", "C", "C", "C", "C", "C", "C", "C", "C", "C", "N", "C", "C", "H", "H", "H", "H", "H", "H", "H", "H", "H", "H", "H", "H", "H", "H", "H", "H", "H", "H", "H", "H", "H", "H", "H", "H", "H", "H", "H", "H", "H", "H", "H", "H", "H", "H", "H", "H", "H", "H", "H", "H", "H", "H", "H", "H", "C", "C", "N", "C", "S", "N", "C", "C", "H", "H", "H", "H", "H", "H", "H", "H", "H", "H", "H", "H"],
  "positions_angstrom": [[-0.163, 0.338, 1.013], [5.884, 0.746, 1.586], [5.105, 2.008, 1.972], [3.730, 2.035, 1.383], [3.271, 2.787, 0.354], [3.972, 3.892, -0.377], [3.694, 5.267, 0.242], [1.898, 2.378, 0.124], [1.040, 2.962, -0.790], [-0.251, 2.564, -1.055], [-1.163, 3.224, -1.979], [-0.942, 4.560, -2.625], [-0.292, 4.505, -4.011], [-2.264, 2.440, -2.051], [-2.049, 1.334, -1.134], [-2.960, 0.331, -0.888], [-2.885, -0.607, 0.122], [-1.915, -0.658, 1.068], [-2.228, -1.676, 1.899], [-1.498, -2.049, 3.012], [-0.285, -1.527, 3.397], [0.427, -0.612, 2.695], [1.602, -0.434, 3.348], [2.640, 0.356, 2.909], [2.633, 1.170, 1.787], [1.560, 1.386, 0.989], [1.626, -1.254, 4.556], [0.457, -1.931, 4.582], [-0.029, -2.917, 5.598], [0.276, -4.370, 5.212], [2.756, -1.309, 5.534], [3.826, -2.338, 5.151], [-3.469, -2.303, 1.477], [-3.877, -1.640, 0.369], [-5.094, -1.882, -0.470], [-4.789, -2.721, -1.718], [-4.093, -3.487, 2.142], [-3.392, -4.799, 1.766], [-0.830, 1.445, -0.549], [-3.505, 2.658, -2.856], [-3.480, 1.885, -4.180], [6.903, 0.777, 1.977], [5.936, 0.648, 0.500], [5.396, -0.150, 1.973], [5.657, 2.889, 1.639], [5.040, 2.077, 3.061], [3.664, 3.896, -1.425], [5.047, 3.703, -0.370], [2.623, 5.475, 0.258], [4.191, 6.062, -0.316], [4.050, 5.298, 1.274], [1.414, 3.814, -1.346], [-0.333, 5.180, -1.966], [-1.907, 5.064, -2.709], [0.604, 3.885, -4.000], [-0.006, 5.503, -4.348], [-0.978, 4.084, -4.749], [-3.840, 0.304, -1.521], [-1.902, -2.848, 3.621], [3.545, 0.350, 3.505], [-1.106, -2.800, 5.733], [0.432, -2.691, 6.562], [-0.174, -4.620, 4.249], [-0.108, -5.065, 5.961], [1.352, -4.528, 5.121], [2.363, -1.543, 6.525], [3.220, -0.324, 5.612], [3.395, -3.338, 5.082], [4.629, -2.363, 5.889], [4.262, -2.101, 4.178], [-5.527, -0.926, -0.775], [-5.852, -2.388, 0.130], [-4.050, -2.218, -2.348], [-5.689, -2.884, -2.315], [-4.382, -3.694, -1.438], [-5.146, -3.547, 1.862], [-4.066, -3.358, 3.227], [-3.479, -4.988, 0.695], [-3.831, -5.645, 2.298], [-2.328, -4.755, 2.006], [-3.620, 3.725, -3.060], [-4.381, 2.357, -2.278], [-2.634, 2.200, -4.794], [-4.395, 2.050, -4.751], [-3.380, 0.811, -4.002], [-1.224, -1.897, -5.230], [-1.250, -1.294, -3.834], [-0.452, -2.045, -2.866], [0.435, -1.489, -1.991], [0.658, -2.102, -0.459], [1.124, -0.395, -2.401], [1.669, -0.178, -3.735], [1.441, 1.244, -4.217], [-1.790, -1.273, -5.926], [-1.671, -2.894, -5.230], [-0.203, -1.993, -5.605], [-2.283, -1.266, -3.472], [-0.900, -0.266, -3.837], [-0.892, -2.860, -2.467], [1.635, 0.034, -1.641], [1.231, -0.904, -4.412], [2.743, -0.381, -3.708], [0.378, 1.483, -4.275], [1.889, 1.391, -5.203], [1.905, 1.949, -3.523]]
}